79
Properties=species:S:1:pos:R:3:mulliken_spin:R:1 method="wB97M-V/def2-TZVPD" largest_force_ev_per_a=3.265 e_tot_ev=-117164.2184 de_lowest_kj_mol=27.19 multiplicity=2 homo_lumo_gap_ev="8.54 / 4.86" charge=0
Ag 9.33 9.82 13.53 0.24
C 6.71 6.70 17.48 0.00
C 7.17 8.06 17.93 0.00
C 6.54 9.12 17.07 0.00
C 7.08 8.36 19.44 0.00
O 8.65 8.07 17.81 -0.01
Si 9.67 8.60 16.63 0.06
S 9.31 7.78 14.70 0.06
O 9.41 10.24 16.40 -0.09
C 10.02 11.38 17.03 0.01
C 11.42 11.52 16.52 0.00
C 9.19 12.56 16.58 -0.01
C 9.84 11.19 18.46 0.00
O 11.18 8.34 17.14 0.01
C 11.98 7.13 17.33 0.00
C 12.41 6.98 18.82 0.00
C 13.33 7.39 16.57 0.00
C 11.21 5.94 16.83 0.00
H 5.62 6.64 17.59 0.00
H 7.27 5.98 18.08 0.00
H 7.05 6.57 16.44 0.00
H 5.52 9.31 17.47 0.00
H 6.45 8.79 16.04 0.00
H 7.15 10.06 17.09 0.00
H 6.04 8.42 19.74 0.00
H 7.62 9.23 19.73 0.00
H 7.48 7.44 20.00 0.00
H 11.38 11.75 15.44 0.01
H 12.06 10.58 16.71 0.00
H 11.87 12.38 17.03 0.00
H 9.00 12.65 15.48 0.02
H 9.82 13.47 16.71 0.00
H 8.33 12.72 17.20 0.00
H 10.52 10.40 18.83 0.00
H 8.79 10.96 18.73 0.00
H 10.05 12.14 19.04 0.00
H 12.55 8.04 19.17 0.00
H 13.31 6.40 18.93 0.00
H 11.56 6.58 19.38 0.00
H 13.46 8.46 16.68 0.00
H 13.37 7.13 15.52 0.00
H 14.15 6.82 17.04 0.00
H 10.28 5.87 17.44 0.00
H 11.82 4.99 16.94 0.00
H 10.88 6.10 15.85 0.00
C 8.58 16.10 11.24 0.04
C 9.91 15.66 11.19 -0.02
C 10.11 14.25 11.30 0.02
C 9.13 13.32 11.41 0.03
C 7.83 13.82 11.48 0.02
C 7.53 15.15 11.29 -0.02
Ge 9.45 11.39 11.50 0.30
C 11.06 11.10 10.52 0.09
C 11.03 11.23 9.11 0.00
C 12.17 11.14 8.37 0.00
C 13.41 10.78 8.92 0.00
C 13.45 10.59 10.31 0.01
C 12.34 10.81 11.07 -0.01
C 7.94 10.79 10.38 0.21
C 7.35 9.59 10.64 0.01
C 6.59 8.94 9.66 0.00
C 6.05 9.68 8.61 0.00
C 6.56 10.94 8.35 0.01
C 7.50 11.49 9.22 0.00
H 8.28 17.12 11.08 0.00
H 10.70 16.37 11.20 0.00
H 11.10 13.93 11.23 0.00
H 7.04 13.11 11.59 0.00
H 6.45 15.45 11.28 0.00
H 10.09 11.40 8.65 0.00
H 12.18 11.31 7.29 0.00
H 14.35 10.73 8.35 0.00
H 14.33 10.30 10.85 0.00
H 12.42 10.72 12.18 0.00
H 7.39 9.08 11.61 -0.02
H 6.37 7.90 9.77 0.00
H 5.28 9.27 7.98 0.00
H 6.33 11.51 7.51 0.00
H 7.79 12.53 9.08 0.00